{"formula": "C47H101N5O6", "method": "the ωB97M-V functional and the def2-TZVPD basis", "species": ["C", "C", "C", "C", "C", "C", "C", "C", "C", "N", "O", "H", "H", "H", "H", "H", "H", "H", "H", "H", "H", "H", "H", "H", "H", "H", "H", "H", "H", "H", "C", "C", "C", "C", "C", "C", "C", "C", "C", "N", "O", "H", "H", "H", "H", "H", "H", "H", "H", "H", "H", "H", "H", "H", "H", "H", "H", "H", "H", "H", "C", "C", "C", "C", "C", "C", "C", "C", "C", "N", "O", "H", "H", "H", "H", "H", "H", "H", "H", "H", "H", "H", "H", "H", "H", "H", "H", "H", "H", "H", "C", "C", "C", "C", "C", "C", "C", "C", "C", "N", "O", "H", "H", "H", "H", "H", "H", "H", "H", "H", "H", "H", "H", "H", "H", "H", "H", "H", "H", "H", "C", "C", "C", "C", "C", "C", "C", "C", "C", "N", "O", "H", "H", "H", "H", "H", "H", "H", "H", "H", "H", "H", "H", "H", "H", "H", "H", "H", "H", "H", "C", "C", "O", "H", "H", "H", "H", "H", "H"], "coordinates": [[3.1241, -0.2770, 4.6359], [3.2546, 1.1729, 5.1351], [4.7086, 1.4855, 5.4377], [2.7739, 2.1212, 4.0301], [1.2591, 2.1629, 3.9204], [0.6896, 2.6333, 5.2523], [1.0304, 1.6615, 6.3769], [0.7201, 2.3576, 7.7069], [0.1384, 0.4187, 6.2849], [2.4632, 1.3996, 6.3409], [2.8524, 0.5059, 7.3664], [3.7462, -0.9638, 5.2137], [2.0984, -0.6393, 4.6403], [3.5165, -0.3491, 3.6163], [5.1303, 0.7833, 6.1628], [5.3447, 1.4028, 4.5533], [4.8159, 2.4855, 5.8626], [3.2372, 3.1107, 4.0199], [3.1273, 1.6903, 3.0833], [0.9287, 2.7981, 3.0960], [0.9060, 1.1493, 3.7011], [-0.3763, 2.8621, 5.2214], [1.1915, 3.5769, 5.5077], [1.2581, 3.3046, 7.7767], [0.9512, 1.7177, 8.5565], [-0.3457, 2.5976, 7.7371], [-0.0040, 0.0643, 5.2627], [-0.8626, 0.6733, 6.6481], [0.4876, -0.4090, 6.9026], [3.2676, 1.0758, 8.0211], [-2.4070, -0.8882, -3.1861], [-2.8863, 0.4638, -3.6755], [-2.7554, 0.4891, -5.2114], [-4.3259, 0.6533, -3.2431], [-4.8266, 2.0676, -3.5103], [-3.9871, 3.0661, -2.7375], [-2.4758, 2.9179, -2.9415], [-2.0648, 3.6977, -4.2099], [-1.7525, 3.5469, -1.7503], [-2.1177, 1.4938, -2.9935], [-0.7273, 1.3257, -3.1606], [-2.5647, -1.0769, -2.1215], [-2.9672, -1.6850, -3.6929], [-1.3571, -1.0850, -3.4055], [-3.5531, -0.1125, -5.6574], [-2.7759, 1.4913, -5.6242], [-1.8551, -0.0362, -5.5506], [-4.9914, -0.0647, -3.7268], [-4.4236, 0.4926, -2.1632], [-4.7168, 2.3104, -4.5751], [-5.8811, 2.1716, -3.2598], [-4.2070, 3.0315, -1.6639], [-4.2475, 4.0896, -3.0267], [-2.6682, 3.4299, -5.0766], [-1.0167, 3.5130, -4.4597], [-2.1759, 4.7666, -4.0278], [-2.2296, 4.5062, -1.5236], [-0.6921, 3.7222, -1.9215], [-1.8901, 2.9226, -0.8651], [-0.5234, 1.3822, -4.1087], [-4.5513, 3.0513, 1.5184], [-3.6642, 2.2983, 2.4990], [-2.2157, 2.7900, 2.3840], [-4.1839, 2.5560, 3.9085], [-3.4964, 1.7091, 4.9685], [-3.7292, 0.2355, 4.6195], [-3.3843, -0.1596, 3.1837], [-1.8926, -0.5040, 3.0762], [-4.1513, -1.4546, 2.8913], [-3.8386, 0.8615, 2.2581], [-3.5953, 0.5024, 0.9191], [-4.1448, 3.0451, 0.5056], [-5.5580, 2.6373, 1.5037], [-4.6094, 4.1061, 1.8075], [-2.1700, 3.8785, 2.4513], [-1.5720, 2.3501, 3.1452], [-1.7614, 2.4812, 1.4358], [-4.1015, 3.6232, 4.1463], [-5.2572, 2.3401, 3.9526], [-2.4362, 1.9546, 5.0511], [-3.9622, 1.8935, 5.9387], [-4.7747, 0.0040, 4.8428], [-3.1502, -0.3912, 5.3065], [-1.5889, -1.3087, 3.7459], [-1.2566, 0.3629, 3.2717], [-1.6680, -0.8384, 2.0578], [-3.8583, -1.8651, 1.9210], [-5.2256, -1.2769, 2.8319], [-3.9304, -2.2161, 3.6410], [-2.6371, 0.5631, 0.7512], [2.7133, 1.9573, -4.8074], [3.0485, 0.9649, -5.9303], [2.5942, 1.6012, -7.2471], [4.5557, 0.7681, -6.0180], [5.1079, -0.1302, -4.9106], [4.3894, -1.4771, -4.9392], [2.8698, -1.3311, -4.8369], [2.2523, -2.6774, -5.1892], [2.4534, -0.9822, -3.4099], [2.4238, -0.3504, -5.8241], [1.0061, -0.1866, -5.7243], [3.2537, 1.7374, -3.8843], [1.6594, 1.9305, -4.5255], [2.9819, 2.9706, -5.1051], [1.5455, 1.9053, -7.2132], [2.7028, 0.8981, -8.0772], [3.1857, 2.4867, -7.4824], [4.8345, 0.3107, -6.9760], [5.0930, 1.7195, -6.0078], [4.9458, 0.3579, -3.9434], [6.1879, -0.2493, -5.0117], [4.7250, -2.1121, -4.1173], [4.6397, -1.9823, -5.8781], [2.3349, -2.9202, -6.2518], [2.7137, -3.4933, -4.6294], [1.1852, -2.6961, -4.9438], [2.6325, -1.7577, -2.6599], [3.0101, -0.1298, -3.0167], [1.3903, -0.7358, -3.4017], [0.6884, -0.6082, -6.5281], [-0.4129, -3.5803, -2.0388], [0.2817, -4.4056, -0.9659], [-0.5712, -5.6590, -0.7109], [1.6422, -4.8376, -1.4976], [2.5714, -5.3272, -0.3936], [2.7377, -4.3076, 0.7307], [1.4161, -3.8410, 1.3077], [0.8853, -4.8494, 2.3423], [1.6400, -2.5169, 2.0285], [0.4557, -3.5757, 0.2252], [-0.8084, -3.2235, 0.7532], [-0.3048, -4.0592, -3.0168], [-1.4947, -3.5140, -1.9012], [0.0203, -2.5790, -2.0841], [-1.4927, -5.3906, -0.1899], [-0.8904, -6.1012, -1.6592], [-0.0598, -6.4278, -0.1330], [1.5112, -5.6920, -2.1696], [2.0739, -4.0357, -2.1043], [2.1372, -6.2251, 0.0565], [3.5352, -5.6119, -0.8193], [3.3756, -3.4705, 0.4280], [3.3168, -4.8183, 1.5068], [1.6366, -5.0718, 3.0994], [0.5060, -5.7724, 1.9024], [0.0247, -4.4148, 2.8596], [2.2018, -1.8097, 1.4163], [2.2810, -2.6683, 2.9053], [0.7277, -2.0265, 2.3681], [-0.9185, -2.2924, 0.5213], [1.2469, -0.0502, -0.4497], [0.2657, 0.8124, 0.3005], [-1.0459, 0.6130, -0.1974], [1.3069, 0.3097, -1.4767], [0.9677, -1.1058, -0.4672], [2.2380, 0.0177, 0.0082], [0.5837, 1.8664, 0.2355], [0.2802, 0.6437, 1.3823], [-0.9973, 0.8039, -1.1456]], "forces_ev_per_a": [[0.55, -0.23, -0.31], [-0.38, -0.29, -0.21], [0.58, -0.19, 0.40], [-0.08, -0.49, -1.24], [-0.20, 0.08, 0.34], [0.65, 0.48, -0.15], [-0.52, -0.28, 0.27], [-0.20, 0.15, -0.15], [-0.46, -0.24, -0.04], [0.62, 1.16, 0.30], [-0.17, -0.28, -0.12], [-0.23, 0.07, 0.27], [-0.03, 0.03, 0.01], [-0.14, 0.02, -0.01], [-0.17, 0.00, 0.00], [-0.20, 0.09, -0.14], [-0.08, 0.05, -0.14], [-0.21, 0.11, 0.67], [0.17, 0.00, 0.14], [0.07, 0.05, 0.02], [-0.07, 0.07, -0.07], [-0.08, -0.29, 0.05], [-0.11, 0.03, -0.11], [0.17, -0.11, 0.09], [0.02, 0.03, 0.04], [0.01, -0.06, 0.07], [0.18, -0.07, 0.02], [0.03, 0.01, -0.04], [0.21, 0.08, -0.02], [0.04, -0.01, 0.02], [-0.01, -1.10, -0.01], [0.10, -0.10, -0.17], [0.03, -0.60, -0.17], [-0.92, 0.47, 0.36], [0.46, 0.14, -0.43], [-0.15, 0.36, 0.54], [0.28, 0.23, -0.68], [0.10, -0.24, 0.00], [-0.42, 0.16, 0.31], [0.10, 0.02, 0.98], [0.15, 0.05, -0.21], [0.00, 0.43, 0.05], [-0.02, 0.18, -0.09], [0.02, 0.23, -0.03], [-0.16, 0.26, 0.06], [-0.05, 0.01, -0.13], [0.20, 0.35, 0.19], [0.23, -0.14, -0.12], [0.23, -0.17, -0.03], [-0.21, -0.14, -0.01], [-0.03, -0.01, 0.04], [0.00, -0.36, -0.10], [0.01, -0.04, -0.06], [-0.07, 0.09, 0.01], [-0.01, 0.05, 0.02], [-0.01, 0.02, -0.03], [0.14, 0.04, -0.10], [0.04, -0.11, -0.08], [0.10, -0.04, -0.06], [0.06, -0.06, -0.03], [0.13, 0.45, -0.27], [0.11, -0.28, 0.20], [0.31, -0.26, -0.32], [-0.20, 0.38, 0.53], [-0.35, -0.32, -0.27], [0.19, 0.35, 0.65], [0.10, -0.78, 0.42], [0.40, 0.36, -0.48], [0.02, -0.19, -0.61], [-0.72, 0.15, -0.12], [0.07, 0.04, 0.05], [-0.03, -0.22, 0.06], [0.01, -0.08, 0.00], [-0.02, -0.08, 0.11], [0.04, -0.01, 0.03], [-0.10, 0.22, 0.18], [-0.22, 0.16, -0.08], [0.17, -0.05, -0.12], [0.03, -0.10, -0.20], [0.02, -0.06, 0.01], [0.16, 0.12, 0.07], [-0.07, 0.06, -0.27], [0.02, -0.07, -0.15], [-0.18, -0.02, 0.09], [-0.01, -0.07, 0.11], [0.00, 0.02, 0.07], [0.05, 0.05, 0.06], [0.01, 0.08, 0.22], [-0.05, 0.08, 0.10], [0.01, 0.06, -0.15], [0.03, -0.22, 0.64], [0.06, 0.81, -0.20], [-0.33, -0.13, -0.32], [0.92, -0.57, 0.01], [-0.35, 0.16, 0.19], [0.31, 0.38, -0.19], [0.24, -0.51, 0.53], [-0.65, -0.39, -0.15], [0.04, 0.50, 0.39], [-0.06, -0.20, -0.56], [0.07, 0.06, 0.13], [0.09, 0.04, -0.10], [-0.05, 0.06, -0.27], [-0.06, 0.01, -0.06], [0.04, -0.01, 0.10], [0.07, -0.03, 0.09], [0.06, 0.01, 0.13], [-0.30, -0.03, -0.02], [-0.33, 0.19, 0.08], [0.07, -0.08, 0.00], [-0.02, -0.07, -0.08], [-0.02, -0.06, -0.02], [-0.05, -0.04, 0.03], [0.19, 0.17, 0.00], [0.10, 0.12, 0.09], [0.08, 0.05, 0.02], [-0.07, -0.35, -0.38], [-0.12, 0.12, -0.16], [0.03, 0.00, 0.10], [-0.07, 0.01, -0.04], [-0.33, 0.09, -0.36], [-0.39, -0.85, 0.11], [-0.49, -0.06, 0.03], [0.41, -0.33, 0.07], [-0.20, 0.33, 0.10], [0.80, -0.58, -0.38], [-0.67, 0.01, 0.44], [-0.62, 0.09, 0.10], [0.73, 0.36, 0.46], [0.59, 0.82, -0.56], [-0.05, -0.11, 0.10], [0.24, 0.00, 0.04], [0.09, 0.17, 0.33], [-0.04, -0.01, -0.06], [0.12, 0.04, 0.11], [0.19, -0.01, -0.02], [0.07, 0.02, 0.00], [-0.28, 0.22, -0.18], [0.20, 0.09, 0.24], [0.06, -0.09, -0.14], [0.04, 0.01, 0.10], [-0.30, 0.10, -0.25], [-0.14, 0.23, 0.22], [0.09, -0.06, -0.08], [0.30, -0.06, -0.09], [0.09, 0.04, -0.04], [-0.19, -0.06, -0.22], [-0.19, -0.15, 0.04], [-0.12, -0.19, -0.04], [0.01, 0.02, -0.04], [0.33, 0.06, 0.02], [0.48, 0.32, 0.47], [0.25, 0.06, 0.20], [0.06, -0.04, 0.01], [-0.11, 0.03, 0.09], [0.03, 0.06, -0.12], [-0.25, -0.02, -0.33], [-0.30, -0.46, -0.13], [-0.45, -0.03, -0.13]], "mulliken_charge": [-1.79, 2.15, -2.19, -2.07, 1.12, -1.52, 1.58, -2.04, -1.35, 0.26, -0.52, 0.50, 0.23, 0.42, 0.41, 0.37, 0.48, 0.37, 0.48, 0.80, -1.15, 0.41, 0.53, 0.45, 0.45, 0.36, -0.05, 0.51, 0.34, 0.36, -1.73, 1.38, -1.47, -0.94, -0.87, -0.73, 1.55, -1.72, -1.95, 1.49, -0.12, -0.01, 0.70, -0.04, 0.47, 0.23, 0.13, 0.53, -0.01, 0.34, 0.50, -0.28, 0.45, 0.39, 0.14, 0.52, 0.42, 0.41, 0.12, -0.05, -1.48, 2.26, 0.13, -1.72, 0.89, -1.49, 2.46, 0.01, -2.25, 0.07, -0.45, -0.38, 0.49, 0.43, 0.75, -1.22, -0.73, 0.53, 0.28, -0.90, 0.49, 0.38, 0.39, 0.91, -0.50, -1.00, 0.19, 0.54, 0.41, 0.19, -1.27, 1.99, -2.02, -1.48, -0.55, -1.47, 1.93, -1.96, -1.06, -0.21, -0.06, 0.30, -0.14, 0.53, 0.34, 0.46, 0.43, 0.38, 0.44, 0.29, 0.43, 0.43, 0.37, 0.49, 0.38, 0.24, 0.68, 0.40, -0.55, 0.27, -1.61, 1.65, -2.04, -0.57, -1.02, -1.35, 1.86, -1.85, -1.91, 1.16, -0.63, 0.66, 0.42, -0.23, 0.28, 0.50, 0.38, 0.51, -0.21, 0.37, 0.47, 0.40, 0.41, 0.47, 0.37, 0.28, 0.17, 0.78, 0.06, 0.10, -1.23, 0.01, 2.05, 0.13, 0.07, 0.60, 0.33, -0.33, -0.96], "e_lumo_ev": 0.5, "homo_energy_ha": -0.2895, "smiles": "CC1(C)CCCC(C)(C)N1O.CC1(C)CCCC(C)(C)N1O.CC1(C)CCCC(C)(C)N1O.CC1(C)CCCC(C)(C)N1O.CC1(C)CCCC(C)(C)N1O.CCO", "molar_mass_g_mol": 832.35, "homo_lumo_gap_ev": 8.40, "total_energy_ha": -2576.45277, "relative_energy_kcal_mol": 0.0, "spin_multiplicity": 1}